{
  "formula": "C39H46IrP2",
  "method": "ωB97M-V/def2-TZVPD",
  "total_charge": 2,
  "mol_weight_g_mol": 769.0,
  "orbital_gap_ev": [5.221, 3.859],
  "homo_energy_ev": [-10.953, -13.798],
  "multiplicity": 6,
  "energy_ha": -2299.87552,
  "symbols": ["Ir", "C", "C", "C", "C", "C", "C", "C", "C", "C", "H", "H", "H", "H", "H", "H", "H", "H", "H", "H", "H", "H", "H", "H", "H", "P", "P", "C", "C", "C", "C", "C", "C", "C", "C", "C", "C", "C", "C", "C", "C", "C", "C", "C", "C", "C", "C", "C", "C", "C", "C", "C", "C", "H", "H", "H", "H", "H", "H", "H", "H", "H", "H", "H", "H", "H", "H", "H", "H", "H", "H", "H", "H", "H", "H", "C", "C", "C", "C", "H", "H", "H", "H", "H", "H", "H", "H", "H"],
  "xyz": [[-2.26576, -5.27290, -1.19315], [1.76960, -0.57699, -2.09155], [1.94702, -1.73956, -2.73596], [3.14663, -2.63115, -2.65306], [2.92992, -3.81618, -1.70101], [2.40196, -3.48033, -0.33354], [2.57810, -2.33113, 0.33146], [3.35380, -1.12839, -0.09310], [2.60449, -0.06726, -0.95619], [-3.32426, -4.84210, 0.51747], [0.98368, 0.11543, -2.41909], [1.16726, -2.09365, -3.41548], [4.05082, -2.08360, -2.35656], [3.34296, -3.03060, -3.66330], [2.23601, -4.52551, -2.17783], [3.88313, -4.35987, -1.59946], [1.99320, -4.34177, 0.20816], [2.19227, -2.26230, 1.35683], [4.27907, -1.40015, -0.61344], [3.66054, -0.61186, 0.83124], [1.97736, 0.54049, -0.28133], [3.36252, 0.63688, -1.34015], [-2.67208, -4.48238, 1.34457], [-3.76572, -5.82123, 0.76417], [-4.09066, -4.08758, 0.28571], [-2.04362, -5.75479, -3.28602], [-1.00471, -6.94262, -0.68904], [-0.31255, -6.23488, -3.26033], [0.13112, -6.83487, -2.11685], [-2.83711, -7.08751, -4.24150], [-2.13843, -7.83579, -5.20533], [-2.81436, -8.81893, -5.93214], [-4.18393, -9.02765, -5.72836], [-4.87337, -8.27641, -4.77234], [-4.20613, -7.30158, -4.02225], [-2.39870, -4.25822, -4.28987], [-3.70711, -3.76421, -4.23842], [-3.95534, -2.41170, -4.51523], [-2.89235, -1.58156, -4.89573], [-1.61047, -2.10728, -5.06429], [-1.36828, -3.46401, -4.81858], [-1.59919, -8.70083, -0.50833], [-2.29189, -9.29880, -1.57559], [-2.68022, -10.63873, -1.52605], [-2.43780, -11.39105, -0.37152], [-1.81307, -10.79620, 0.72931], [-1.39389, -9.46315, 0.65932], [-0.22808, -6.65379, 0.94362], [-1.01132, -6.54626, 2.10347], [-0.41788, -6.23548, 3.32921], [0.97084, -6.07670, 3.40139], [1.75948, -6.25378, 2.26121], [1.16383, -6.52527, 1.02524], [0.25553, -6.14288, -4.18555], [1.08646, -7.35638, -2.01959], [-1.08075, -7.64464, -5.40434], [-2.27900, -9.40720, -6.67886], [-4.72378, -9.75531, -6.34000], [-5.94119, -8.42316, -4.61616], [-4.73999, -6.69899, -3.28302], [-4.51452, -4.42047, -3.91438], [-4.97162, -2.01410, -4.39858], [-3.08105, -0.51505, -5.05748], [-0.81304, -1.45308, -5.42430], [-0.38461, -3.89051, -5.02404], [-2.54513, -8.70553, -2.46089], [-3.18659, -11.09008, -2.38404], [-2.76750, -12.42913, -0.31790], [-1.66686, -11.36445, 1.65018], [-0.91687, -9.01861, 1.53242], [-2.09241, -6.69959, 2.04472], [-1.04350, -6.11168, 4.21498], [1.43046, -5.80276, 4.35245], [2.84450, -6.16546, 2.33242], [1.75796, -6.64116, 0.11894], [-0.86083, -1.33500, -0.08581], [-2.02891, -2.21037, -0.51706], [-3.09214, -1.39985, -1.26117], [-1.43714, -3.36065, -1.36298], [-0.40243, -0.84546, -0.95676], [-0.09060, -1.95357, 0.39068], [-1.17505, -0.56244, 0.62898], [-2.49898, -2.65026, 0.36999], [-2.65184, -0.85398, -2.10993], [-3.89419, -2.04738, -1.64025], [-3.54713, -0.66439, -0.58073], [-1.43872, -3.06386, -2.42614], [-0.37342, -3.50665, -1.10881]],
  "forces_ev_per_angstrom": [[-1.30, 3.44, 1.52], [0.19, 3.31, 2.17], [0.62, -3.32, -1.42], [0.41, 0.71, -0.71], [-0.28, -0.66, 0.13], [0.48, 0.10, 0.36], [-0.44, -0.49, 0.30], [0.31, 0.79, -0.19], [-0.25, -0.79, 0.58], [-1.98, -0.48, 1.29], [0.27, -0.29, -0.14], [-0.06, 0.15, 0.22], [-0.40, -0.06, -0.13], [-0.16, 0.10, 0.34], [0.10, 0.21, 0.07], [-0.20, 0.16, -0.10], [-0.14, 0.52, -0.20], [0.03, -0.21, -0.42], [-0.13, -0.03, 0.31], [0.01, -0.09, -0.46], [0.02, -0.07, -0.44], [-0.30, 0.11, -0.28], [-0.06, -0.32, -0.77], [-0.25, 0.58, 0.30], [0.08, -0.36, 0.13], [-1.78, -0.57, -3.39], [1.22, -3.34, 1.83], [0.89, -0.67, 0.94], [0.21, -0.14, -0.79], [-0.06, -0.09, -0.04], [-0.33, -0.04, 0.09], [-0.09, 0.16, 0.03], [0.09, 0.16, 0.09], [0.09, 0.25, 0.04], [0.19, -0.32, -0.39], [0.76, 0.07, -0.28], [0.16, 0.52, 0.22], [0.16, -0.39, -0.15], [-0.28, 0.03, 0.20], [-0.15, -0.16, -0.39], [-0.31, 0.29, 0.25], [-0.21, -0.15, -0.25], [0.04, 0.14, -0.24], [0.05, 0.11, 0.22], [-0.01, 0.25, 0.00], [-0.14, 0.24, -0.30], [0.13, 0.14, 0.01], [0.87, -0.09, -0.43], [-0.11, 0.13, -0.05], [0.10, -0.06, -0.40], [-0.11, 0.02, -0.09], [-0.01, 0.10, -0.08], [-0.26, 0.05, 0.45], [0.26, -0.25, 0.30], [-0.01, 0.33, -0.40], [-0.35, -0.16, 0.09], [-0.16, 0.19, 0.21], [0.24, 0.19, 0.30], [0.26, -0.04, -0.07], [0.12, -0.31, -0.14], [0.13, 0.25, 0.04], [0.51, -0.16, -0.17], [0.13, -0.44, 0.00], [-0.20, -0.26, 0.03], [-0.14, 0.15, 0.28], [0.21, -0.34, 0.31], [0.17, 0.20, 0.34], [0.14, 0.28, -0.03], [0.01, 0.22, -0.32], [-0.03, -0.18, -0.28], [0.38, 0.06, 0.07], [0.24, -0.09, -0.26], [-0.08, -0.19, -0.30], [-0.29, -0.01, -0.01], [0.06, -0.01, 0.31], [0.01, 0.03, 0.60], [0.02, -0.39, -0.11], [-0.09, -0.02, 0.16], [0.53, 1.11, -0.77], [-0.13, 0.00, 0.02], [-0.13, 0.24, -0.02], [0.08, -0.05, -0.24], [0.26, 0.43, -0.04], [-0.13, -0.20, 0.18], [0.19, 0.16, 0.04], [0.13, -0.18, -0.22], [-0.01, -0.03, 0.40], [-0.03, -0.18, 0.15]],
  "mulliken_spin": [2.024, 0.348, 0.143, 0.091, 0.052, 0.049, 0.023, -0.022, 0.052, 0.440, -0.009, 0.163, 0.008, 0.003, -0.011, -0.006, 0.012, -0.002, 0.009, 0.001, 0.016, 0.055, 0.039, 0.010, 0.008, 0.261, 0.361, 0.147, -0.114, -0.122, -0.004, 0.001, 0.005, 0.032, 0.132, -0.055, 0.078, 0.008, 0.011, 0.010, 0.022, -0.009, 0.031, 0.002, 0.018, -0.005, 0.025, 0.003, 0.066, -0.018, 0.031, -0.013, 0.045, -0.007, -0.004, -0.003, 0.000, 0.000, 0.001, 0.015, -0.002, 0.001, 0.000, 0.001, 0.001, 0.008, 0.000, 0.001, 0.000, 0.006, 0.012, 0.000, 0.001, 0.000, 0.001, 0.085, -0.036, 0.025, 0.693, 0.009, -0.016, -0.002, -0.017, 0.000, -0.013, 0.004, -0.099, -0.110]
}

{
  "formula": "C39H48Cl4F40O8",
  "method": "ωB97M-V/def2-TZVPD",
  "total_charge": 0,
  "smiles": "FC(F)C(F)(F)COC(F)(F)C(F)F.FC(F)C(F)(F)COC(F)(F)C(F)F.FC(F)C(F)(F)COC(F)(F)C(F)F.FC(F)C(F)(F)COC(F)(F)C(F)F.FC(F)C(F)(F)COC(F)(F)C(F)F.C1CCOC1.C1CCOC1.C1CCOC1.ClCCl.ClCCl",
  "mol_weight_g_mol": 1546.5,
  "orbital_gap_ev": 9.284,
  "homo_energy_ev": -9.444,
  "multiplicity": 1,
  "energy_ha": -7952.04670,
  "symbols": ["C", "C", "C", "F", "F", "F", "F", "O", "C", "C", "F", "F", "F", "F", "H", "H", "H", "H", "C", "C", "C", "F", "F", "F", "F", "O", "C", "C", "F", "F", "F", "F", "H", "H", "H", "H", "C", "C", "C", "F", "F", "F", "F", "O", "C", "C", "F", "F", "F", "F", "H", "H", "H", "H", "C", "C", "C", "F", "F", "F", "F", "O", "C", "C", "F", "F", "F", "F", "H", "H", "H", "H", "C", "C", "C", "F", "F", "F", "F", "O", "C", "C", "F", "F", "F", "F", "H", "H", "H", "H", "C", "C", "C", "O", "C", "H", "H", "H", "H", "H", "H", "H", "H", "C", "C", "C", "O", "C", "H", "H", "H", "H", "H", "H", "H", "H", "C", "C", "C", "O", "C", "H", "H", "H", "H", "H", "H", "H", "H", "C", "Cl", "Cl", "H", "H", "C", "Cl", "Cl", "H", "H"],
  "xyz": [[9.39011, -0.34021, -2.75347], [10.34449, -1.56695, -2.65794], [11.34947, -1.50472, -1.49295], [12.17974, -2.49519, -1.49354], [12.05123, -0.34328, -1.41552], [9.58096, -2.69601, -2.50305], [11.09629, -1.68130, -3.78501], [8.79873, -0.03498, -1.52088], [8.36840, 1.29349, -1.39852], [7.55040, 1.39583, -0.06534], [8.25324, 1.07958, 1.03711], [6.99428, 2.57288, 0.07163], [9.40067, 2.12494, -1.37105], [7.65624, 1.64320, -2.49519], [8.62528, -0.53137, -3.50620], [10.01731, 0.41716, -3.22372], [10.76162, -1.52360, -0.57524], [6.74241, 0.66725, -0.13193], [-2.99038, 7.25985, 3.88835], [-2.66745, 8.34837, 2.86764], [-1.90117, 7.73729, 1.66910], [-1.36168, 8.71347, 0.96785], [-0.91635, 6.97188, 2.07276], [-3.79423, 8.89805, 2.44906], [-1.96326, 9.29726, 3.46719], [-3.95934, 6.31145, 3.33420], [-5.21720, 6.23469, 3.99631], [-6.12465, 5.09314, 3.37824], [-7.25361, 4.80776, 3.99750], [-6.48905, 5.38520, 2.10427], [-4.96525, 6.05092, 5.29008], [-5.73452, 7.48400, 3.84826], [-3.38808, 7.63446, 4.83154], [-2.01909, 6.84037, 4.15054], [-2.54421, 7.10747, 1.05434], [-5.49860, 4.20379, 3.30601], [1.76161, -4.85308, 7.56813], [1.36270, -3.92385, 6.42344], [2.42327, -3.98066, 5.34105], [2.23021, -3.11691, 4.32496], [3.67722, -3.84728, 5.71361], [0.16747, -4.27439, 5.92268], [1.24719, -2.70013, 6.89526], [2.22700, -6.17528, 7.26147], [1.34029, -7.23675, 7.70947], [1.77691, -8.54141, 7.00139], [0.98173, -9.55536, 7.39295], [1.58892, -8.42814, 5.70060], [1.40174, -7.25284, 9.04186], [0.10464, -7.03404, 7.37159], [0.89322, -4.94263, 8.22079], [2.61843, -4.35443, 8.02123], [2.37772, -4.97663, 4.90053], [2.79187, -8.76001, 7.33331], [-8.27250, -1.13861, 1.57525], [-9.37378, -0.22645, 1.00011], [-10.57777, -1.04556, 0.55007], [-10.33255, -1.74750, -0.55662], [-11.04122, -1.84312, 1.49825], [-9.79018, 0.64005, 1.96130], [-8.98030, 0.57679, -0.07448], [-7.15337, -0.45318, 2.08945], [-5.94103, -1.23795, 2.36503], [-4.90931, -0.26559, 2.85948], [-4.67358, 0.82651, 2.12086], [-5.26445, 0.15172, 4.10054], [-6.16905, -2.27309, 3.22995], [-5.56009, -1.78341, 1.19656], [-7.96202, -1.91351, 0.87438], [-8.66143, -1.71162, 2.41697], [-11.38559, -0.36899, 0.27120], [-3.90937, -0.68313, 2.97728], [1.34065, -2.03694, -5.03322], [0.29800, -2.59285, -6.09251], [-0.15962, -1.59378, -7.20818], [-1.10437, -2.08365, -8.02821], [-0.67357, -0.48756, -6.75431], [0.94314, -3.53938, -6.80505], [-0.71453, -3.15234, -5.41118], [1.85314, -2.97045, -4.11545], [3.10346, -2.56709, -3.53436], [3.48648, -3.47935, -2.40526], [3.76082, -4.66603, -2.74290], [4.50339, -3.05756, -1.69846], [4.03702, -2.54425, -4.50316], [2.97429, -1.34316, -3.12729], [0.86900, -1.26080, -4.43051], [2.15391, -1.49272, -5.51336], [0.67727, -1.30104, -7.84223], [2.60000, -3.62251, -1.78741], [-4.19271, 4.38054, -2.03851], [-3.66071, 4.77511, -3.37149], [-3.60129, 3.45313, -4.07647], [-4.77469, 2.71454, -3.59512], [-5.19310, 3.29065, -2.39052], [-4.64279, 5.19125, -1.46557], [-3.36794, 3.87313, -1.53812], [-2.71560, 5.31629, -3.32692], [-4.35807, 5.42771, -3.89678], [-2.71331, 2.87707, -3.81615], [-3.60046, 3.60980, -5.15515], [-5.23260, 2.55308, -1.58894], [-6.18036, 3.72100, -2.55856], [-1.09448, -7.90032, -0.18630], [-1.65834, -6.51594, -0.54829], [-1.28808, -5.62303, 0.61643], [-0.14092, -6.24516, 1.21664], [-0.35211, -7.66077, 1.15309], [-0.49331, -8.24988, -1.02567], [-1.92618, -8.59809, -0.08888], [-2.71777, -6.36682, -0.75674], [-1.15885, -6.03277, -1.38803], [-1.99100, -5.65486, 1.44888], [-1.03679, -4.61489, 0.28686], [-0.96809, -7.96646, 1.99878], [0.63772, -8.11513, 1.10930], [4.48130, 4.20600, -7.15954], [3.19360, 4.99789, -7.48062], [2.16512, 3.97886, -7.02354], [2.65884, 2.73571, -7.51419], [4.10211, 2.81246, -7.64904], [4.68429, 4.21546, -6.08865], [5.42462, 4.55862, -7.57655], [3.19554, 5.21018, -8.54975], [3.15616, 5.94378, -6.94026], [1.18214, 4.25394, -7.40590], [2.14529, 3.91866, -5.93538], [4.33804, 2.77560, -8.71256], [4.55731, 1.97250, -7.12428], [-0.32464, 3.21461, 7.47850], [-0.15025, 4.89541, 7.95457], [0.23744, 2.99087, 5.84131], [0.27580, 2.66191, 8.20106], [-1.39614, 3.01491, 7.46790], [0.66813, 1.88592, 0.22162], [-0.36402, 0.65821, -0.52643], [1.37709, 2.90014, -1.07620], [0.01251, 2.52087, 0.81753], [1.46582, 1.42404, 0.80336]],
  "forces_ev_per_angstrom": [[1.09, -0.78, -1.63], [-0.16, 0.53, 0.32], [-2.39, 1.50, 1.79], [1.50, -1.84, -0.54], [0.00, 0.25, -0.88], [0.63, 0.30, -0.09], [-0.71, 0.03, -0.26], [-0.30, 1.20, 0.66], [0.56, -1.28, 0.44], [-0.89, -2.25, -1.01], [0.71, 0.31, -0.26], [-0.09, 1.81, 0.09], [0.77, 0.54, 0.11], [-0.47, -0.06, 0.51], [-0.08, -0.45, 0.06], [0.02, 0.61, 0.64], [-0.16, -0.20, 0.18], [-0.05, -0.25, -0.15], [-0.74, -0.29, 0.53], [-0.51, -1.93, 0.42], [-1.71, 0.27, -0.01], [0.35, 1.34, -1.13], [1.70, -1.32, 1.14], [-1.09, 0.72, -0.98], [1.06, 0.69, 0.47], [-0.12, -0.93, 0.11], [1.81, 1.91, -1.45], [1.48, -0.32, -1.31], [-0.39, 0.41, 1.35], [0.45, 0.71, -0.02], [-0.74, -0.52, 0.66], [-0.95, -0.61, 0.45], [0.01, 0.58, -0.30], [-0.30, -0.88, -0.15], [-0.41, 0.28, -0.13], [0.10, -0.14, 0.32], [0.21, -0.24, 0.76], [1.05, -1.42, -0.17], [-0.85, -1.94, -2.47], [-0.61, 0.79, 0.04], [1.41, 0.73, 1.60], [-0.35, -0.24, -0.59], [-0.14, 1.55, 0.90], [-1.56, -1.26, -0.33], [2.33, 1.46, -1.21], [0.40, 0.07, 1.73], [-0.29, -0.19, 0.60], [0.47, 0.48, -0.95], [0.09, -0.63, 0.42], [-1.99, 0.83, -0.38], [0.17, 0.45, 0.26], [-0.25, 0.01, 0.44], [-0.42, -0.26, -0.03], [0.30, -0.17, -0.65], [0.34, -1.02, 0.36], [1.36, 0.46, 0.04], [-1.27, 1.79, -1.03], [0.82, -0.86, -0.49], [0.11, -0.92, 1.05], [-0.06, -0.26, -0.12], [-0.20, -1.25, 1.12], [2.47, -0.32, 0.78], [-3.83, 0.75, -1.85], [2.14, 0.48, 1.82], [-0.98, 0.16, -0.83], [-0.50, 0.04, 0.08], [0.31, 1.21, -0.58], [0.42, -0.19, 0.22], [-0.11, 0.31, -0.59], [-0.78, 0.16, -0.05], [0.00, 0.43, 0.21], [-0.19, -0.92, -0.14], [-0.72, 1.89, -0.35], [1.62, 0.40, 0.89], [0.88, -0.34, -0.69], [-0.23, -1.31, -0.04], [-0.77, 2.09, 1.84], [0.00, -0.90, -0.23], [-0.39, -0.03, -0.31], [1.45, -1.19, 0.83], [-1.70, -1.03, -2.98], [-3.17, 0.95, 1.88], [1.27, -4.40, -2.59], [1.55, 1.76, 0.88], [0.57, -0.24, -0.22], [0.04, 2.14, 1.29], [-0.60, 0.08, -0.23], [0.01, -0.33, -0.60], [0.50, -0.45, 0.13], [-0.33, 0.97, 0.53], [-0.03, -0.42, 0.50], [0.04, 0.89, -0.56], [-0.33, -0.55, -0.01], [1.29, 0.16, -1.31], [-0.49, 0.57, 0.51], [0.24, -0.13, 0.20], [0.03, 0.34, 0.63], [0.13, -0.19, -0.01], [-0.15, 0.06, -0.05], [0.16, -0.02, 0.06], [-0.41, -0.48, -0.06], [-0.21, -0.20, -0.09], [-0.27, -0.03, 0.22], [-1.00, 0.24, -0.27], [0.10, 1.33, -0.16], [0.59, -0.84, 1.19], [0.59, 0.01, -0.44], [0.10, 0.74, -1.29], [0.32, -0.09, 0.37], [0.13, -0.19, 0.18], [-0.15, -0.73, 0.03], [0.17, -0.57, -0.35], [-0.80, 0.54, -0.33], [-0.02, 0.01, 0.40], [0.15, -0.29, 0.13], [-0.17, -0.16, 0.53], [0.26, -0.02, 0.48], [1.31, -0.01, 0.60], [0.52, 0.46, -0.43], [0.00, -0.30, -0.18], [-0.65, 0.59, -0.19], [-0.33, -0.09, 0.23], [-0.23, 0.13, -0.48], [-0.48, -0.11, -0.06], [-0.11, -0.02, 0.01], [-0.13, -0.65, -0.08], [-0.20, 0.26, 0.19], [0.03, -0.39, -0.12], [0.02, 0.10, 0.03], [-0.35, 0.33, 0.28], [0.01, 0.70, 0.25], [0.34, -0.36, -0.48], [-0.35, -0.32, -0.39], [0.33, -0.34, 0.33], [-0.23, 0.39, -0.49], [0.05, -0.24, 0.21], [0.05, -0.13, 0.48], [0.32, -0.10, -0.01], [-0.20, 0.07, -0.20]],
  "lowdin_charge": [-0.077, -0.406, -0.367, 0.156, 0.092, 0.107, 0.116, 0.030, -0.516, -0.328, 0.112, 0.137, 0.171, 0.145, 0.146, 0.147, 0.166, 0.168, -0.031, -0.509, -0.366, 0.129, 0.121, 0.150, 0.156, 0.000, -0.478, -0.293, 0.131, 0.088, 0.152, 0.131, 0.141, 0.140, 0.173, 0.165, -0.056, -0.507, -0.353, 0.101, 0.132, 0.138, 0.158, 0.009, -0.545, -0.319, 0.101, 0.139, 0.166, 0.197, 0.147, 0.150, 0.170, 0.173, -0.076, -0.388, -0.369, 0.112, 0.124, 0.118, 0.094, 0.010, -0.452, -0.308, 0.112, 0.093, 0.145, 0.148, 0.146, 0.144, 0.172, 0.175, -0.073, -0.406, -0.355, 0.103, 0.128, 0.108, 0.135, 0.024, -0.541, -0.431, 0.186, 0.151, 0.154, 0.193, 0.138, 0.139, 0.169, 0.177, -0.184, -0.203, -0.177, -0.128, -0.235, 0.117, 0.112, 0.117, 0.118, 0.115, 0.117, 0.115, 0.118, -0.146, -0.175, -0.211, -0.170, -0.185, 0.104, 0.102, 0.110, 0.104, 0.116, 0.119, 0.115, 0.118, -0.182, -0.164, -0.216, -0.153, -0.187, 0.106, 0.108, 0.114, 0.111, 0.119, 0.117, 0.113, 0.114, -1.059, 0.498, 0.507, 0.029, 0.023, -1.001, 0.481, 0.466, 0.021, 0.031]
}